(1)
71
Properties=species:S:1:pos:R:3:forces:R:3:lowdin_spin:R:1 method="wB97M-V/def2-TZVPD" fmax_ev_per_a=1.39 e_above_lowest_kcal_mol=5.64 e_lumo_ha="-0.124 / -0.188" s2=0.772 multiplicity=2 total_charge=+1 orbital_gap_ha="0.271 / 0.219" e_tot_ev=-57571.705
Ir 0.2129 0.5918 0.4471 0.7201 0.0370 -1.1832 0.1284
O -0.9522 -2.9749 -0.9777 -0.2219 -0.0618 0.1255 0.0484
C -1.3428 -1.8454 -0.7766 0.4561 0.1170 0.0833 0.0218
N -0.8615 -1.1235 0.3528 -0.3745 -0.2358 0.4265 0.2849
C -0.8852 -1.7665 1.5638 -0.1551 0.0780 -0.1729 0.0659
C -1.5941 -2.9608 1.8466 -0.0123 -0.0827 0.0654 0.0488
C -1.5676 -3.4913 3.1071 -0.0460 -0.0081 -0.1741 0.0198
C -0.8381 -2.8705 4.1361 0.1059 0.1452 0.0069 0.1046
C -0.1392 -1.7084 3.9029 -0.0189 -0.1784 0.1381 -0.0139
C -0.1605 -1.1447 2.6232 0.1370 0.2072 0.2569 0.1019
N 0.4892 0.0219 2.2837 -0.2369 0.0312 -0.1923 0.0835
C 1.5645 0.5852 2.9330 -0.2099 0.0609 0.0259 0.0214
O 2.0971 0.1743 3.9361 0.0325 0.0304 0.0723 0.0438
C 2.0112 1.8430 2.2356 -0.0717 -0.0142 0.0009 0.0017
C 2.9163 2.6892 2.8362 0.0590 0.0221 0.0262 0.0013
C 3.2583 3.8701 2.1921 -0.0502 -0.0573 -0.0190 0.0014
C 2.6696 4.1529 0.9713 0.0041 0.0116 0.0047 0.0025
C 1.7721 3.2512 0.4248 -0.0449 -0.0122 -0.1219 -0.0005
N 1.4524 2.1088 1.0357 0.3464 0.2846 0.2199 0.0013
C -2.2757 -1.1719 -1.7220 -0.2794 -0.1743 0.0804 0.0027
C -2.9496 -1.9753 -2.6333 -0.0836 0.0659 -0.0130 0.0010
C -3.8445 -1.3676 -3.5012 0.0303 -0.0205 0.0198 0.0002
C -4.0137 0.0029 -3.4214 0.0381 -0.0195 0.0167 0.0011
C -3.2780 0.7134 -2.4782 0.0009 0.0981 -0.0027 -0.0003
N -2.4275 0.1430 -1.6388 -0.0534 0.0240 0.1792 0.0020
H -2.1584 -3.4556 1.0728 -0.0204 0.0201 -0.0607 0.0005
H -2.1186 -4.3990 3.3103 0.0023 0.0014 0.0152 -0.0005
H -0.8281 -3.3046 5.1265 -0.0107 -0.0096 -0.0049 0.0053
H 0.4246 -1.2303 4.6877 -0.0089 0.0058 -0.0186 -0.0029
H 3.3228 2.4028 3.7963 0.0042 0.0179 -0.0017 0.0000
H 3.9616 4.5590 2.6391 0.0022 -0.0002 0.0023 0.0000
H 2.8902 5.0643 0.4347 0.0060 0.0036 0.0083 0.0001
H 1.2886 3.4452 -0.5224 -0.0163 -0.0331 -0.0160 -0.0001
H -2.7761 -3.0414 -2.6471 -0.0638 -0.0173 0.0283 0.0002
H -4.3981 -1.9543 -4.2218 -0.0101 -0.0040 0.0043 0.0000
H -4.7044 0.5219 -4.0711 0.0068 0.0036 -0.0065 0.0001
H -3.3861 1.7891 -2.3932 0.0109 0.0017 0.0082 0.0000
N 0.1407 -2.9997 -3.8031 -0.0130 0.0002 -0.0725 -0.0001
C 0.9435 -2.0880 -3.0043 0.0943 0.0004 0.0285 -0.0002
C 0.3180 -0.6987 -3.0164 -0.0580 -0.0811 -0.2272 -0.0002
O -0.5464 -0.4976 -3.9888 0.2054 0.1054 -0.0690 0.0001
O 0.5899 0.1609 -2.2044 -0.0313 0.4126 0.2591 0.0004
H 0.6981 -3.6975 -4.2745 0.0195 0.0276 -0.0229 0.0000
H -0.6214 -1.3654 -4.4550 0.0140 -0.0218 0.0154 0.0000
H -0.5438 -3.4749 -3.2255 0.1017 -0.0026 0.0495 -0.0001
H 1.9397 -1.9828 -3.4397 -0.0022 0.0231 -0.0354 0.0000
H 1.0677 -2.3883 -1.9621 0.0581 0.0077 -0.0976 -0.0001
N 3.8070 -4.8452 1.1120 -0.0029 -0.0042 -0.0160 0.0003
C 3.7128 -3.7730 0.7134 -0.0012 -0.0006 0.0430 0.0001
C 3.5792 -2.4318 0.2182 0.0171 0.0445 -0.0454 0.0007
C 4.5887 -1.8229 -0.5200 0.0008 -0.0328 0.0144 -0.0006
C 4.3816 -0.5361 -0.9847 -0.0098 0.0169 -0.0100 0.0003
C 3.1834 0.0946 -0.7021 0.0297 0.0277 -0.0554 0.0004
N 2.2214 -0.4842 0.0180 -0.4522 -0.3306 0.2507 0.0191
C 2.4120 -1.7211 0.4710 0.0763 -0.0016 0.0164 0.0011
H 5.5104 -2.3517 -0.7213 -0.0026 -0.0016 -0.0043 0.0000
H 5.1360 -0.0250 -1.5651 -0.0002 0.0031 0.0026 0.0001
H 2.9759 1.0900 -1.0722 -0.0099 -0.0057 0.0072 0.0000
H 1.6165 -2.1718 1.0519 0.0077 -0.0047 -0.0177 0.0004
N -4.6062 6.1615 0.8097 -0.0014 -0.0011 -0.0129 0.0008
C -3.8976 5.2578 0.7768 -0.0122 0.0123 0.0247 0.0002
C -3.0064 4.1311 0.7357 0.0533 -0.0262 -0.0559 0.0016
C -2.2359 3.8980 -0.4059 -0.0736 0.0247 -0.0266 -0.0005
C -1.3784 2.8147 -0.4435 -0.1235 0.0279 0.0104 0.0014
C -1.2635 1.9574 0.6532 0.1855 -0.5329 0.0833 -0.0015
C -2.0324 2.1959 1.7818 -0.0513 -0.0139 0.0782 0.0009
C -2.9082 3.2739 1.8259 0.0115 -0.0280 0.0079 -0.0005
H -2.3250 4.5613 -1.2569 -0.0020 0.0104 0.0158 -0.0001
H -0.8189 2.6194 -1.3565 0.0081 -0.0051 0.0136 0.0000
H -1.9578 1.5376 2.6392 -0.0141 0.0178 0.0153 -0.0004
H -3.5123 3.4573 2.7044 0.0044 -0.0058 0.0054 -0.0001



(2)
69
Properties=species:S:1:pos:R:3:forces:R:3:lowdin_spin:R:1 method="wB97M-V/def2-TZVPD" fmax_ev_per_a=0.77 e_lumo_ha="-0.389 / -0.394" s2=0.756 multiplicity=2 total_charge=+3 orbital_gap_ha="0.219 / 0.214" e_tot_ev=-100675.738
Ir 0.1097 -0.7466 -0.2797 0.6616 0.0741 -0.3917 0.7366
N -0.3889 1.9137 -1.5009 -0.2272 -0.1732 0.1170 0.0016
P -0.4192 0.4119 -2.1805 -0.0308 0.3187 0.1696 -0.0060
C -1.3709 0.2939 -3.6369 -0.1925 -0.2553 0.1305 -0.0024
C -2.7236 0.6726 -3.6125 0.0160 0.0334 0.0003 -0.0010
C -3.4421 0.6624 -4.7901 -0.0171 -0.0386 -0.0018 0.0000
C -2.8250 0.2668 -5.9754 0.0027 -0.0082 -0.0024 -0.0016
C -1.4890 -0.1183 -5.9962 -0.0234 -0.0213 0.0124 -0.0002
C -0.7530 -0.1245 -4.8258 -0.0226 0.0427 -0.0155 -0.0014
C 1.1903 -0.3535 -2.2446 -0.0869 -0.1925 -0.2252 0.0023
C 1.2453 -1.7445 -2.5702 -0.0069 -0.0018 -0.2338 -0.0038
C 2.4671 -2.3713 -2.6954 0.0399 0.0358 0.0400 0.0106
C 3.6320 -1.6200 -2.5612 -0.0131 -0.0108 -0.0049 -0.0073
C 3.5990 -0.2414 -2.2988 0.0102 -0.0155 0.0338 0.0097
C 2.3987 0.3947 -2.1219 -0.0098 -0.0267 0.1893 0.0068
P -0.1526 1.4927 0.1527 0.0136 0.1924 -0.1336 0.0284
C 1.3386 2.2265 0.7665 -0.0351 0.0718 0.0724 0.0150
C 1.3683 3.6253 0.8538 0.0037 0.0131 0.0093 0.0024
C 2.5145 4.2544 1.3048 0.0159 -0.0144 0.0071 0.0013
C 3.6167 3.4966 1.6889 -0.0152 0.0043 -0.0028 0.0002
C 3.5827 2.1099 1.6152 0.0011 0.0024 0.0065 0.0003
C 2.4461 1.4682 1.1496 0.0130 -0.0146 -0.0040 0.0070
C -1.5502 2.0306 1.0773 -0.0506 -0.1023 0.0162 0.0003
C -1.3708 2.3524 2.4278 0.0036 0.0121 -0.0073 0.0013
C -2.4561 2.7875 3.1690 -0.0225 -0.0140 0.0008 -0.0002
C -3.7065 2.8932 2.5736 0.0007 0.0003 0.0082 0.0023
C -3.8903 2.5528 1.2356 0.0031 -0.0228 0.0073 -0.0001
C -2.8180 2.1101 0.4865 -0.0077 -0.0298 0.0255 0.0013
H -0.8006 2.7628 -1.8744 0.2929 0.1034 -0.0978 0.0009
H -3.2056 0.9631 -2.6862 0.0135 0.0235 -0.0191 0.0000
H -4.4829 0.9551 -4.7929 -0.0015 -0.0065 0.0044 0.0000
H -3.3970 0.2527 -6.8939 0.0087 0.0365 -0.0054 -0.0001
H -1.0220 -0.4078 -6.9275 -0.0027 -0.0277 0.0072 0.0000
H 0.2866 -0.4231 -4.8430 0.0153 0.0459 -0.0084 -0.0001
H 0.3297 -2.3002 -2.7470 -0.0052 0.0247 0.0144 0.0002
H 2.5177 -3.4274 -2.9211 0.0086 -0.0033 0.0181 0.0006
H 4.5922 -2.1074 -2.6785 -0.0032 -0.0036 -0.0142 -0.0005
H 4.5242 0.3154 -2.2372 -0.0027 0.0029 0.0022 0.0004
H 2.3558 1.4556 -1.9083 0.0051 0.0004 -0.0039 0.0000
H 0.5041 4.2213 0.5819 -0.0023 -0.0079 -0.0006 0.0000
H 2.5473 5.3334 1.3683 -0.0040 -0.0010 0.0035 0.0002
H 4.5048 3.9934 2.0563 0.0042 -0.0021 -0.0077 0.0000
H 4.4395 1.5286 1.9277 0.0004 0.0023 0.0014 0.0000
H 2.4327 0.3861 1.0947 -0.0106 -0.0018 -0.0069 0.0037
H -0.3945 2.2774 2.8896 0.0079 0.0239 -0.0152 0.0001
H -2.3260 3.0528 4.2092 0.0007 -0.0025 0.0001 0.0000
H -4.5485 3.2442 3.1555 0.0018 0.0050 -0.0013 0.0001
H -4.8693 2.6402 0.7847 0.0004 0.0016 0.0004 0.0000
H -2.9673 1.8359 -0.5514 0.0159 0.0446 0.0035 0.0001
Cl -5.3080 -1.5431 -0.1776 -0.0100 0.0247 -0.0073 0.0021
C -4.1481 -2.8569 0.0375 0.0585 -0.0024 -0.0302 0.0007
Cl -4.3870 -4.1300 -1.1486 -0.0171 -0.0156 -0.0048 0.0000
Cl -4.1678 -3.4724 1.6806 -0.0049 -0.0080 0.0150 -0.0005
C -2.8066 -2.2848 -0.2017 0.0198 -0.0816 0.0002 0.0159
N -1.7630 -1.8550 -0.3875 -0.0535 0.0627 0.1133 0.0799
O 1.5090 -1.9568 0.6669 -0.1912 -0.1260 0.2378 0.0491
C 0.9085 -1.8448 1.8120 -0.0148 0.0549 -0.1203 0.0104
O -0.1130 -1.0452 1.7447 -0.1563 -0.0277 0.0596 0.0196
C 1.3101 -2.5174 3.0088 -0.0613 -0.0407 -0.0123 0.0026
C 2.1930 -3.6028 2.9196 0.0564 0.0510 0.0327 0.0035
C 2.5533 -4.2717 4.0718 0.0142 0.0311 -0.0170 0.0000
C 2.0442 -3.8550 5.2980 0.0159 0.0177 0.0414 0.0042
C 1.1760 -2.7692 5.3891 0.0111 0.0007 -0.0177 0.0004
C 0.7920 -2.1033 4.2437 -0.0449 -0.0742 0.0277 0.0026
H 2.5695 -3.9181 1.9558 0.0208 0.0245 0.0005 0.0002
H 3.2345 -5.1095 4.0243 -0.0343 -0.0273 -0.0050 -0.0001
H 2.3264 -4.3849 6.1984 0.0211 0.0142 0.0001 0.0002
H 0.8079 -2.4506 6.3542 -0.0332 -0.0287 -0.0051 0.0000
H 0.0954 -1.2770 4.2923 0.0368 0.0330 -0.0064 0.0002



(3)
72
Properties=species:S:1:pos:R:3:forces:R:3:mulliken_charge:R:1 method="wB97M-V/def2-TZVPD" fmax_ev_per_a=3.58 smiles="O=C1NC(=S)NC(=O)C1C(c1ccc(N(CC(F)(F)F)c2ccccc2)cc1)c1ccc(N(CC(F)(F)F)c2ccccc2)cc1" e_lumo_ha=-0.036 multiplicity=1 orbital_gap_ha=0.259 e_tot_ev=-71838.015
O -2.9675 2.4074 3.2664 -1.8756 -0.3915 -0.6634 -0.6381
C -4.0722 2.1898 2.7541 2.3577 1.4046 0.3808 -0.0226
N -4.6954 3.2375 2.0471 0.2477 0.5916 -0.6964 -0.0450
C -5.8351 3.1194 1.2800 0.1171 0.2403 -0.6240 -0.0501
S -6.1629 4.0323 -0.1051 0.1990 -0.7724 1.7527 -0.2936
N -6.6540 2.1124 1.7503 0.3200 -0.5673 -0.1695 -0.0333
C -6.1565 0.9342 2.3615 -2.5216 -2.1839 -1.1696 -0.1784
O -6.9322 -0.0509 2.4383 1.9964 2.4036 0.2834 -0.6475
C -4.7227 0.8844 2.7171 1.1280 0.0803 1.4903 0.5821
C -3.6632 -0.4530 1.9356 -3.2267 0.1147 1.5368 -0.2993
C -2.4083 -0.6532 2.6578 0.5957 0.6975 1.2667 0.1936
C -2.4301 -1.2027 3.9650 0.1200 0.0008 -0.8027 -0.6073
C -1.2567 -1.3562 4.6730 0.3030 0.0087 0.0021 -0.7471
C -0.0200 -1.1010 4.0599 -0.4436 0.0128 -0.1538 0.5294
N 1.1546 -1.3606 4.7888 1.1553 -0.9236 -0.3033 0.7348
C 2.2948 -2.0028 4.0953 -0.6922 0.5237 0.4775 -0.9210
C 2.3672 -3.4442 4.5357 -0.7998 -0.7115 0.8902 0.8361
F 3.3569 -4.1608 3.9375 -0.9052 0.6143 0.5454 -0.2768
F 1.1573 -4.0589 4.2736 1.5441 0.2729 0.3128 -0.2721
F 2.5658 -3.4916 5.9058 -0.1124 -0.3515 -1.5832 -0.2589
C 1.5264 -0.4554 5.8247 0.3495 0.5430 0.6634 -0.3293
C 2.1356 0.7582 5.4669 -0.4087 -0.3776 0.4309 0.1127
C 2.5215 1.6602 6.4567 -0.0756 -0.3733 -0.2413 -0.7807
C 2.3353 1.3236 7.7997 0.0603 0.1370 0.1374 -0.3301
C 1.7864 0.0917 8.1660 -0.0214 0.0129 -0.4421 -0.7835
C 1.3709 -0.8014 7.1768 0.0767 0.3402 -0.6494 -0.2259
C 0.0195 -0.5778 2.7679 -0.2751 0.3138 0.5217 -1.0264
C -1.1692 -0.1988 2.1619 -0.3514 -0.4229 -0.4417 -0.9735
C -3.7123 -0.5168 0.4918 -0.0991 -0.1013 -2.2338 -0.4882
C -4.9834 -0.5333 -0.1331 0.3433 -0.3561 -0.0139 -1.0844
C -5.1219 -0.4215 -1.5033 0.2575 0.3213 0.0159 -0.7785
C -3.9882 -0.1571 -2.2825 0.3013 0.0991 0.7278 1.1713
N -4.1264 0.1962 -3.6132 -0.9986 -0.8024 -0.8609 0.7032
C -5.1960 -0.4480 -4.4031 1.1232 0.6652 0.3963 -1.0656
C -4.5181 -1.5981 -5.0956 1.4773 -0.4400 0.0486 0.8903
F -5.3108 -2.3398 -5.8965 0.5281 0.4469 0.5289 -0.2760
F -3.4632 -1.1129 -5.8499 -1.1880 -0.8861 0.5152 -0.2660
F -3.9677 -2.4195 -4.1274 -0.6084 0.4231 -1.3495 -0.2734
C -3.5951 1.4103 -4.0871 0.2511 0.7656 -0.7967 -0.0331
C -2.2331 1.5427 -4.4306 -0.8775 0.1663 0.2146 -0.1503
C -1.7919 2.7493 -4.9724 -0.3869 0.2176 0.1135 -0.8586
C -2.6914 3.8206 -5.1315 0.0550 -0.0963 0.0715 -0.3693
C -4.0443 3.6797 -4.7729 0.2466 0.0170 -0.3139 -0.8748
C -4.5077 2.4596 -4.2961 0.9447 -0.1309 0.3033 -0.0444
C -2.7029 -0.2482 -1.7169 -0.7420 -0.2599 -0.2588 -0.5342
C -2.5814 -0.5793 -0.3815 -0.3364 0.2982 0.5830 -0.7221
H -4.1252 4.0747 1.8637 -0.2576 -0.7988 0.1113 0.3154
H -7.5725 2.0408 1.3100 0.4662 -0.1796 0.1621 0.3199
H -4.5921 0.3650 3.7010 -0.3311 0.9924 -0.6902 0.5933
H -4.5853 -0.8895 2.3934 1.6300 -1.8405 -0.8585 0.6897
H -3.3665 -1.5662 4.3907 0.1422 0.2378 -0.0726 0.4862
H -1.2531 -1.7080 5.7026 -0.0541 -0.0822 -0.2602 0.3997
H 3.2164 -1.5126 4.4320 -0.0644 -0.1234 -0.4871 0.3857
H 2.1495 -1.9836 3.0095 0.3339 0.0213 0.2138 0.4424
H 2.2678 0.9512 4.4029 0.0246 0.1976 0.2393 0.3816
H 2.9764 2.6001 6.1497 -0.1052 -0.1219 0.2792 0.3703
H 2.6253 2.0393 8.5719 -0.0354 -0.2690 -0.2063 0.3647
H 1.6904 -0.1941 9.2094 -0.0149 0.1803 -0.1152 0.3878
H 0.9334 -1.7702 7.4025 0.1102 0.1632 0.0969 0.3778
H 0.9738 -0.3916 2.2818 -0.1719 0.2184 0.1160 0.3597
H -1.1184 0.4023 1.2500 -0.0650 -0.3027 0.5054 1.0494
H -5.8867 -0.7145 0.4494 0.3265 0.2556 0.0268 0.5713
H -6.1133 -0.4197 -1.9708 0.4295 -0.0249 0.4770 0.3110
H -5.9771 -0.8367 -3.7569 -0.1954 0.0663 -0.3572 0.3040
H -5.5462 0.2675 -5.1448 -0.3232 -0.2310 0.0137 0.5141
H -1.5690 0.6936 -4.2622 -0.1533 0.3202 -0.2865 0.3978
H -0.7477 2.8387 -5.2782 -0.3322 0.1262 0.1156 0.3761
H -2.3276 4.7763 -5.5343 -0.2171 -0.5060 0.1968 0.3561
H -4.7530 4.5064 -4.8837 0.3953 -0.2223 -0.0226 0.3731
H -5.5448 2.2888 -4.0121 0.1587 0.2354 -0.0887 0.4755
H -1.8239 -0.0818 -2.3484 -0.4045 -0.4247 0.3507 0.1729
H -1.6024 -0.9325 -0.0506 -0.4444 0.5279 0.0975 1.0304